C7H13AlF3O5S | the ωB97M-V functional and the def2-TZVPD basis

Computed properties:
E_LUMO = 3.1 eV
HOMO = -5.389 eV
charge = -1
largest force on an atom = 1.0 eV Å⁻¹
E = -1591.038849 hartree
HOMO-LUMO gap = 8.466 eV

Each line ends with the natural charge from an NBO analysis.
Positions of all 30 atoms, in Å:
H -2.023 2.900 -1.059  0.193
O 2.842 -1.658 -2.018  -0.901
F -0.696 -0.420 -2.470  -0.329
H -2.713 0.971 -0.112  0.161
C -0.996 -0.438 0.994  -0.078
H 1.076 0.112 1.212  0.192
C -1.708 2.909 -0.010  -0.422
H 3.323 -2.437 2.653  -0.455
F 0.149 -2.334 -3.028  -0.316
H -2.143 3.775 0.496  0.187
C -2.250 1.615 0.644  -0.049
O 0.682 -1.563 2.294  -0.935
H -3.060 1.914 1.323  0.162
H -1.398 -0.633 -0.006  0.156
O -1.331 0.880 1.423  -0.549
H 0.137 3.910 -0.547  0.195
H -0.015 -2.148 -0.510  0.166
H 1.367 -4.309 2.622  -0.454
Al 1.877 -2.875 2.102  1.480
C 0.438 -1.049 -2.822  0.719
H 0.262 2.152 -0.478  0.232
O 1.911 0.528 -1.286  -0.934
C 0.918 -1.759 -0.060  -0.083
H -1.487 -1.129 1.692  0.195
C 0.498 -0.815 1.115  0.033
C -0.188 3.019 -0.002  -0.609
H 0.202 3.084 1.018  0.209
O 1.724 -2.794 0.285  -0.873
S 1.736 -0.889 -1.500  2.020
F 0.865 -0.520 -3.969  -0.314

Forces on atoms 1 to 3 (eV/Å):
H -0.192 0.234 0.146
O -0.593 0.264 0.192
F 0.050 0.008 -0.003

***

C4H23NO7 | the ωB97M-V functional and the def2-TZVPD basis

Computed properties:
E_LUMO = -0.2 eV
HOMO = -8.482 eV
largest force on an atom = 2.9 eV Å⁻¹
energy relative to the best compared isomer or geometry (same formula, charge and spin) = 51.5 kcal per mole
E = -747.573304 hartree
SMILES string = C/C=C(/C)N.O.O.O.O.O.O.O
HOMO-LUMO gap = 8.272 eV

Each line ends with the natural charge from an NBO analysis.
Positions of all 35 atoms, in Å:
C 0.868 -0.151 1.438  -0.668
O -1.850 3.434 -0.262  -0.921
H -0.120 2.146 2.267  0.451
H -1.862 2.998 -1.132  0.462
H 3.543 -1.350 -1.766  0.214
H 2.735 -2.884 0.982  0.388
H 0.438 -3.230 1.336  0.481
H -3.813 1.376 2.128  0.474
O -0.872 2.509 2.735  -0.962
O -3.816 0.113 -1.339  -0.942
C 1.611 -1.191 0.623  0.186
H -1.613 2.208 2.166  0.494
H -2.733 3.837 -0.310  0.461
C 2.541 -1.763 -1.720  -0.646
H 2.635 1.965 -0.889  0.473
H 2.419 -2.101 2.418  0.401
H -2.219 0.512 -2.043  0.491
H 2.496 -2.841 -1.423  0.212
O 3.554 2.235 -0.990  -0.940
H 4.092 1.526 -0.627  0.469
H -3.523 -0.807 -1.297  0.486
C 1.646 -1.059 -0.711  -0.322
O -1.351 0.302 -2.437  -1.000
O -0.097 -3.558 0.585  -0.956
H -0.212 -0.146 1.101  0.235
H -3.475 1.113 0.742  0.487
O -3.016 1.306 1.579  -0.943
H -0.935 -0.538 -2.248  0.482
H -4.149 0.134 -2.248  0.486
H 2.137 -1.586 -2.718  0.217
H -0.370 -2.726 0.181  0.459
H 1.073 -0.271 -1.253  0.207
N 2.128 -2.215 1.449  -0.857
H 0.914 -0.179 2.499  0.226
H 1.194 0.884 1.185  0.216

Forces on atoms 1 to 3 (eV/Å):
C -1.534 1.372 -2.002
O -0.876 -0.094 -1.070
H 0.309 0.116 0.029

***

H16O8 | the ωB97M-V functional and the def2-TZVPD basis

Computed properties:
E_LUMO = 0.2 eV
HOMO = -10.937 eV
largest force on an atom = 0.6 eV Å⁻¹
energy relative to the best compared isomer or geometry (same formula, charge and spin) = 42.8 kcal per mole
E = -611.514339 hartree
SMILES string = O.O.O.O.O.O.O.O
HOMO-LUMO gap = 11.121 eV

Each line ends with the natural charge from an NBO analysis.
Positions of all 24 atoms, in Å:
O 0.553 0.757 -3.076  -0.961
O -1.760 0.431 2.684  -0.943
H -0.978 3.317 -0.478  0.493
O -0.429 2.568 -0.224  -0.964
O -0.824 -1.596 -2.194  -0.988
O 0.927 -3.254 -0.799  -0.979
H 2.025 -1.528 0.723  0.491
O -1.394 3.974 2.237  -0.950
H 0.793 -4.155 -1.111  0.481
H -0.213 -2.283 -1.867  0.503
H -0.806 4.722 2.108  0.458
H -1.243 -0.262 2.257  0.477
H 2.011 -2.289 2.044  0.467
O 0.448 -0.082 0.324  -0.999
H 1.381 -3.345 0.051  0.505
H 0.131 -0.027 -2.685  0.489
H 0.226 -0.517 -0.509  0.481
H -1.036 3.272 1.673  0.486
H -1.706 -1.970 -2.115  0.485
H 0.475 2.831 -0.435  0.487
H 1.497 0.622 -2.957  0.461
H -0.021 0.766 0.270  0.507
O 2.596 -2.028 1.325  -0.951
H -2.652 0.077 2.753  0.466

Forces on atoms 1 to 3 (eV/Å):
O 0.043 -0.061 0.190
O 0.053 -0.064 -0.025
H -0.082 -0.124 -0.095